[1]
{
  "formula": "C30H46AsNO6Se2Si2Ta",
  "method": "wB97M-V/def2-TZVPD",
  "charge": 1,
  "e_above_lowest_kcal_mol": 116.8,
  "gap_ev": [5.61, 5.61],
  "homo_energy_ev": [-9.73, -9.73],
  "symbols": ["Ta", "O", "C", "O", "C", "C", "C", "C", "C", "O", "C", "C", "O", "O", "H", "H", "H", "H", "H", "H", "H", "H", "C", "Se", "C", "C", "Se", "C", "H", "H", "H", "H", "H", "H", "H", "H", "H", "H", "C", "C", "C", "O", "H", "H", "H", "H", "H", "H", "C", "Si", "C", "C", "As", "Si", "C", "C", "C", "H", "H", "H", "H", "H", "H", "H", "H", "H", "H", "H", "H", "H", "H", "H", "H", "H", "H", "N", "C", "C", "C", "C", "C", "C", "C", "C", "C", "H", "H", "H", "H"],
  "xyz": [[-0.17892, 0.62291, 0.53957], [-1.96188, 0.66910, -0.34519], [-2.21584, 1.13764, 0.77875], [-1.73189, 0.57139, 1.78165], [-2.93208, 2.46501, 0.91869], [-3.56554, 2.61828, 2.31380], [-4.33475, 3.94487, 2.36885], [-3.17048, 4.95993, 2.49213], [-1.95728, 4.02147, 2.45954], [-2.42457, 2.85921, 3.14159], [-1.77177, 3.51972, 1.01571], [-0.52873, 2.69996, 0.80994], [-0.14425, 2.42055, -0.35404], [0.12152, 2.17145, 1.74975], [-3.60510, 2.60898, 0.07667], [-4.10089, 1.73511, 2.65837], [-4.97888, 3.96414, 3.24524], [-4.94461, 4.10453, 1.48058], [-3.19795, 5.48604, 3.44368], [-3.14665, 5.69433, 1.68821], [-1.05067, 4.39414, 2.93078], [-1.80889, 4.30072, 0.25841], [0.24712, 0.56203, 4.04287], [0.41232, -0.71668, 2.60267], [-0.76035, -2.08716, 3.45655], [-2.23782, -1.81002, 3.69663], [-3.45411, -1.94295, 2.14316], [-5.05538, -2.11267, 3.22786], [0.31662, 0.00816, 4.97692], [-0.71849, 1.05834, 3.97549], [1.04630, 1.29404, 3.98235], [-0.27038, -2.20750, 4.42471], [-0.61761, -3.00020, 2.87922], [-2.39150, -0.83639, 4.16460], [-2.61811, -2.57552, 4.37573], [-5.25225, -1.18339, 3.75889], [-4.92841, -2.92240, 3.94266], [-5.88799, -2.33523, 2.56583], [0.44200, -3.07809, -1.34270], [-0.66974, -2.94433, -0.36369], [-1.54336, -4.13776, -0.15943], [-0.86585, -1.90667, 0.26811], [0.34895, -3.97595, -1.94809], [1.39792, -3.08601, -0.80822], [0.49329, -2.17556, -1.95167], [-0.95299, -5.05329, -0.13848], [-2.22674, -4.20043, -1.01099], [-2.13601, -4.04015, 0.74575], [3.53009, -3.26090, 1.47827], [4.07910, -1.69984, 0.50847], [5.63827, -0.91733, 1.31151], [4.36317, -2.22950, -1.32618], [1.94044, -0.33201, 0.26398], [3.46169, 1.25411, -1.20417], [3.74983, 2.53169, 0.19332], [5.18933, 0.87608, -1.96815], [2.39823, 2.03414, -2.57334], [4.35454, -3.95158, 1.65351], [2.75715, -3.78438, 0.91497], [3.11255, -2.97480, 2.44425], [6.51595, -1.53605, 1.12661], [5.49454, -0.85871, 2.39061], [5.82773, 0.08774, 0.93860], [5.36163, -2.02528, -1.70362], [3.62752, -1.65866, -1.89791], [4.17720, -3.29471, -1.46165], [4.26871, 2.06055, 1.02990], [2.77258, 2.85180, 0.56079], [4.29940, 3.41961, -0.11662], [5.79810, 0.21330, -1.35786], [5.72472, 1.81767, -2.09310], [5.08195, 0.42689, -2.95499], [1.50224, 2.46771, -2.12983], [2.07212, 1.28799, -3.29734], [2.93396, 2.82317, -3.10291], [-2.80088, -1.15732, -8.95867], [-2.36289, -0.97580, -7.91195], [-1.82261, -0.74556, -6.61016], [-1.71166, 0.55733, -6.12335], [-1.20547, 0.78037, -4.85874], [-0.79492, -0.28756, -4.05481], [-0.88094, -1.58797, -4.56301], [-1.39576, -1.81485, -5.82369], [-0.35383, -0.04267, -2.71925], [-0.03270, 0.15657, -1.56672], [-2.02395, 1.38438, -6.74591], [-1.12524, 1.78884, -4.47666], [-0.54372, -2.42421, -3.96758], [-1.46548, -2.82394, -6.20605]],
  "atomic_forces_ev_per_a": [[4.572, -7.790, -3.217], [-2.574, -0.456, -1.171], [-6.609, 1.824, 0.286], [-1.596, -0.862, 1.390], [0.024, -0.334, 0.219], [-0.136, 0.003, 0.034], [0.062, -0.059, -0.018], [0.098, -0.048, 0.013], [0.029, 0.145, 0.053], [-0.090, 0.083, -0.063], [0.191, -0.110, 0.201], [0.048, 5.757, 0.482], [0.521, 1.723, -1.249], [0.823, 1.640, 1.575], [0.061, 0.058, 0.013], [0.046, 0.034, -0.004], [-0.017, 0.034, -0.041], [-0.049, -0.012, 0.035], [-0.025, 0.028, -0.030], [-0.028, 0.025, 0.024], [-0.026, -0.030, -0.013], [-0.074, -0.105, -0.040], [-0.238, 0.143, 0.314], [1.445, -2.189, 2.975], [-0.640, 0.229, -0.338], [-0.196, 0.141, -0.184], [0.148, -0.057, 0.155], [0.057, 0.069, 0.162], [0.110, -0.022, -0.042], [0.042, 0.059, -0.026], [0.042, -0.073, -0.092], [0.099, 0.005, -0.096], [0.081, 0.089, -0.046], [0.036, -0.026, -0.002], [0.107, 0.042, 0.070], [-0.031, -0.023, -0.013], [-0.066, -0.043, -0.033], [0.019, -0.010, -0.023], [0.280, 0.248, -0.194], [0.055, 0.246, 0.309], [-0.129, 0.011, 0.193], [-0.260, -0.024, -0.005], [0.038, -0.023, 0.003], [-0.106, -0.196, 0.076], [-0.073, -0.078, -0.080], [0.032, -0.010, -0.081], [0.029, -0.049, -0.055], [-0.031, 0.014, -0.016], [0.098, 0.850, -0.182], [-0.256, -1.283, -0.029], [-1.176, 0.197, -0.107], [-0.382, 0.464, 0.805], [6.287, 0.124, -1.491], [-0.538, 0.998, 0.012], [-0.362, -0.581, -0.284], [-0.788, -0.528, 0.314], [0.165, -0.293, 0.446], [0.114, 0.020, -0.068], [-0.020, -0.031, -0.013], [-0.012, -0.030, 0.047], [-0.100, -0.159, -0.212], [-0.017, 0.044, 0.027], [0.092, 0.015, 0.009], [0.042, 0.147, 0.049], [0.172, -0.192, -0.307], [-0.137, -0.033, 0.132], [0.061, 0.072, 0.052], [-0.009, 0.030, 0.066], [0.121, -0.055, -0.149], [0.116, 0.041, -0.013], [-0.153, 0.149, 0.135], [-0.019, -0.079, -0.011], [-0.023, -0.004, -0.040], [0.026, -0.017, -0.031], [0.176, -0.008, 0.052], [0.012, 0.000, 0.031], [-0.128, -0.079, -0.321], [0.199, 0.114, 0.401], [0.000, -0.077, -0.106], [0.037, 0.027, 0.037], [-0.117, -0.026, -0.188], [-0.004, 0.116, 0.000], [-0.011, -0.056, -0.099], [0.314, -0.046, 0.229], [0.199, 0.126, -0.644], [-0.018, 0.015, 0.021], [-0.014, 0.003, 0.019], [-0.028, -0.005, 0.035], [-0.020, 0.005, -0.033]]
}



[2]
{
  "formula": "C33H32AgGeN3OS2",
  "method": "wB97M-V/def2-TZVPD",
  "charge": -1,
  "e_above_lowest_kcal_mol": 4.2,
  "gap_ev": [6.65, 6.26],
  "homo_energy_ev": [-4.07, -4.63],
  "s_squared": 0.76,
  "multiplicity": 2,
  "symbols": ["Ag", "C", "C", "N", "N", "C", "S", "S", "C", "C", "C", "C", "C", "C", "C", "C", "C", "C", "C", "C", "C", "O", "H", "H", "H", "H", "H", "H", "H", "H", "H", "H", "H", "H", "H", "H", "C", "Ge", "C", "C", "C", "C", "C", "C", "C", "C", "C", "C", "C", "C", "C", "C", "C", "C", "H", "H", "H", "H", "H", "H", "H", "H", "H", "H", "H", "H", "H", "H", "H", "N", "H", "H", "H"],
  "xyz": [[-0.37035, 0.53016, -0.45786], [1.22785, 0.95990, 3.80850], [0.06254, 0.64944, 2.90782], [0.06351, -0.48135, 2.31316], [-1.03494, -0.62147, 1.43800], [-1.36624, -1.85731, 1.15722], [-0.58903, -3.32344, 1.44960], [-2.80691, -1.95329, 0.07788], [-3.87940, -0.58614, 0.65137], [-4.34608, 0.30021, -0.46591], [-5.54625, 0.04752, -1.11988], [-5.97093, 0.85641, -2.16787], [-5.19997, 1.93806, -2.56487], [-4.00677, 2.20865, -1.90542], [-3.58420, 1.39387, -0.86984], [-1.00426, 1.68850, 2.76001], [-1.94047, 1.86411, 3.76689], [-2.94697, 2.81817, 3.66295], [-2.99341, 3.61683, 2.52694], [-2.05259, 3.46674, 1.52079], [-1.03135, 2.50903, 1.61044], [-0.12251, 2.39179, 0.65894], [1.61274, 0.04468, 4.25520], [0.94433, 1.66651, 4.58813], [2.02694, 1.42042, 3.22293], [-3.29820, -0.02385, 1.38424], [-4.73591, -1.04908, 1.14301], [-6.15100, -0.79532, -0.80648], [-6.90543, 0.64092, -2.67069], [-5.52115, 2.57096, -3.38278], [-3.40283, 3.05491, -2.20225], [-2.66226, 1.62442, -0.34113], [-1.89247, 1.22559, 4.64262], [-3.68140, 2.92906, 4.44942], [-3.77482, 4.36073, 2.42065], [-2.08581, 4.08241, 0.62943], [0.99110, 3.87218, -1.86885], [0.36157, 2.09185, -2.34203], [1.87165, 1.28159, -3.32974], [2.69335, 0.31751, -2.74584], [3.78625, -0.20724, -3.42701], [4.07311, 0.22630, -4.71334], [3.26711, 1.18592, -5.31006], [2.17888, 1.70729, -4.62246], [-1.02980, 2.38309, -3.71570], [-1.43706, 3.66441, -3.98918], [-2.47861, 3.93825, -4.91090], [-3.12226, 2.91568, -5.53753], [-2.74917, 1.57140, -5.28315], [-3.42862, 0.49340, -5.90365], [-3.07364, -0.79713, -5.64797], [-2.00162, -1.06999, -4.76791], [-1.33221, -0.04796, -4.16111], [-1.69478, 1.30500, -4.38156], [1.33790, 4.37966, -2.77167], [1.81998, 3.76563, -1.17218], [0.21703, 4.45377, -1.37603], [2.48473, -0.01991, -1.73646], [4.41394, -0.95167, -2.95307], [4.92138, -0.18094, -5.24885], [3.48479, 1.52601, -6.31522], [1.54931, 2.44547, -5.10675], [-0.95701, 4.49775, -3.49332], [-2.76481, 4.96450, -5.10672], [-3.93171, 3.11137, -6.23151], [-4.24803, 0.71570, -6.57770], [-3.60950, -1.61289, -6.11490], [-1.71400, -2.09640, -4.57749], [-0.50797, -0.26085, -3.49312], [0.12174, -1.54173, -1.40922], [0.89104, -1.65264, -2.05804], [-0.73908, -1.82933, -1.86461], [0.25522, -2.16717, -0.61513]],
  "atomic_forces_ev_per_a": [[0.365, 0.103, -0.298], [-0.030, -0.038, -0.027], [0.053, -0.051, -0.055], [-0.293, 0.187, -0.006], [0.040, -0.266, 0.382], [0.163, 0.267, -0.174], [-0.053, -0.049, 0.055], [-0.161, -0.171, 0.115], [-0.004, 0.064, 0.012], [0.030, 0.016, -0.008], [0.004, 0.002, -0.089], [0.034, -0.024, 0.045], [0.014, 0.001, 0.014], [-0.058, -0.005, -0.038], [0.056, 0.006, 0.098], [0.073, -0.054, 0.083], [-0.043, -0.025, -0.003], [0.033, 0.004, -0.044], [0.005, -0.005, -0.021], [-0.125, 0.117, 0.097], [0.331, -0.052, -0.169], [-0.272, 0.030, 0.173], [0.038, -0.019, -0.028], [-0.034, -0.029, 0.027], [-0.015, 0.053, -0.021], [-0.017, -0.033, -0.052], [0.022, 0.038, 0.030], [-0.027, -0.026, 0.003], [-0.017, -0.010, -0.011], [-0.004, 0.004, -0.008], [0.015, 0.022, -0.018], [-0.100, 0.004, -0.046], [0.001, -0.015, 0.020], [-0.015, 0.004, 0.018], [-0.002, 0.008, -0.003], [-0.002, 0.021, -0.008], [0.112, 0.078, 0.090], [-0.171, -0.319, -0.031], [0.076, -0.055, 0.008], [0.075, 0.057, -0.050], [-0.039, 0.019, -0.002], [0.002, -0.002, 0.009], [-0.028, 0.010, -0.006], [0.008, -0.113, -0.013], [-0.062, 0.019, -0.036], [-0.050, -0.023, -0.149], [0.097, 0.013, 0.107], [-0.035, -0.048, 0.004], [-0.116, 0.038, -0.070], [-0.006, 0.053, 0.012], [0.079, -0.039, 0.065], [-0.059, -0.031, -0.066], [0.000, 0.021, 0.024], [0.098, 0.019, 0.028], [0.026, 0.056, 0.014], [0.033, 0.026, 0.029], [-0.059, 0.025, 0.026], [0.004, 0.009, 0.041], [0.006, -0.015, 0.015], [0.013, -0.010, -0.009], [0.004, 0.008, -0.016], [-0.019, 0.041, -0.017], [0.011, 0.059, 0.032], [0.001, 0.017, 0.010], [-0.010, -0.005, -0.017], [-0.005, 0.008, -0.011], [0.000, -0.030, -0.010], [-0.003, -0.016, 0.007], [-0.012, 0.035, -0.012], [-0.084, 0.124, -0.159], [0.016, 0.053, -0.012], [0.033, -0.027, 0.039], [0.059, -0.137, 0.082]]
}



[3]
{
  "formula": "C20H36Cl2N2O4PTm",
  "method": "wB97M-V/def2-TZVPD",
  "charge": 0,
  "e_above_lowest_kcal_mol": 53.6,
  "gap_ev": [3.99, 4.08],
  "homo_energy_ev": [-3.80, -3.89],
  "s_squared": 2.00,
  "multiplicity": 3,
  "symbols": ["O", "C", "C", "C", "H", "C", "H", "C", "H", "C", "H", "C", "H", "H", "C", "C", "H", "H", "H", "C", "C", "H", "H", "H", "H", "Tm", "Cl", "Cl", "H", "H", "C", "C", "N", "H", "C", "O", "H", "H", "H", "H", "H", "H", "C", "C", "N", "H", "C", "O", "H", "H", "H", "H", "C", "P", "C", "C", "O", "H", "H", "H", "H", "H", "H", "H", "H", "H"],
  "xyz": [[-0.32793, 1.14597, -1.34902], [-1.17016, 1.27735, -2.27142], [-0.69322, 1.69262, -3.58376], [0.53664, 2.39973, -3.59022], [1.03947, 2.53628, -2.62376], [1.04507, 2.86587, -4.80486], [1.99021, 3.41589, -4.77509], [0.35989, 2.64829, -6.00337], [0.70674, 3.14823, -6.91251], [-0.80763, 1.88102, -5.99374], [-1.32799, 1.70418, -6.92972], [-1.33486, 1.37827, -4.80480], [-2.24242, 0.77913, -4.77731], [-2.23690, 0.98064, -2.14908], [-2.76177, 2.86821, -0.24392], [-2.67372, 1.42027, -0.16360], [-3.63376, 3.24957, 0.34829], [-2.82456, 3.15058, -1.31774], [-1.85001, 3.33372, 0.17649], [-3.06212, 0.46041, 0.66845], [-4.17727, 0.82527, 1.67890], [-2.74238, -0.59695, 0.68919], [-4.93135, 1.47439, 1.18853], [-3.75831, 1.37506, 2.54117], [-4.69850, -0.04842, 2.07747], [0.55873, -0.12585, 0.07945], [1.98582, 2.04292, 0.56954], [-0.10605, -1.66724, -2.08320], [4.12513, 0.39392, -2.76162], [5.69033, 1.20225, -1.26882], [3.33518, 0.34037, -1.99681], [5.10845, 0.99763, -0.36014], [4.03716, 0.05505, -0.72454], [2.60580, -0.45379, -2.22362], [3.54709, -0.74183, 0.21866], [2.42696, -1.33623, 0.14521], [5.73712, 0.51266, 0.39358], [4.19760, -0.84638, 1.11161], [2.83186, 1.32425, -1.91973], [4.68651, 1.93745, 0.04002], [-1.46974, -5.02454, 2.51808], [-0.36072, -6.19475, 0.16518], [-1.83988, -4.27680, 1.81953], [-0.92648, -5.35661, -0.28097], [-0.97628, -4.22400, 0.65180], [-1.86485, -3.30102, 2.29846], [-0.25172, -3.14621, 0.38734], [-0.39040, -2.01323, 0.93052], [-0.42001, -5.00637, -1.20082], [0.48738, -3.27516, -0.40797], [-2.84492, -4.55921, 1.51472], [-1.95102, -5.68773, -0.51756], [-1.33436, 0.23497, 4.57245], [0.13668, 0.28634, 3.53046], [1.19143, 1.65122, 4.01767], [1.01809, -1.27901, 3.73402], [-0.26478, 0.45621, 2.07272], [-1.23083, -0.52047, 5.34999], [-2.20998, -0.02993, 3.96589], [-1.51493, 1.20715, 5.03551], [2.03812, 1.32838, 4.64302], [1.58950, 2.08524, 3.08516], [0.59841, 2.42784, 4.53358], [0.77724, -1.92317, 2.88434], [2.09683, -1.07844, 3.73895], [0.72636, -1.78144, 4.66380]],
  "atomic_forces_ev_per_a": [[0.337, 0.665, -0.741], [-0.752, -1.561, -0.391], [0.955, 0.911, -0.383], [-0.528, -0.412, -0.720], [-0.226, 0.192, -0.557], [0.287, 0.013, 0.593], [-0.345, -0.066, -0.248], [-0.069, 0.193, 0.431], [-0.083, -0.453, 0.216], [-0.079, 0.011, -0.028], [0.039, -0.056, 0.091], [0.372, 0.660, 0.782], [0.130, 0.137, -0.109], [1.075, -0.241, 0.148], [-1.138, 0.515, 0.461], [1.541, -2.238, -0.419], [0.257, 0.529, -0.382], [-0.223, 0.386, 0.789], [-0.274, -0.206, -0.224], [-1.488, 1.582, 0.308], [0.246, 0.007, 0.268], [-0.107, 0.351, -0.424], [0.380, -0.304, 0.373], [-0.242, -0.048, -0.118], [-0.073, -0.097, 0.009], [-1.724, 0.501, -0.406], [0.247, -0.140, 0.108], [0.366, 0.054, -0.148], [-0.462, -0.107, 0.083], [-0.032, -0.043, 0.383], [0.210, 0.091, 0.368], [-0.051, -0.271, -0.228], [-0.188, 0.012, 0.393], [0.300, 0.291, 0.037], [-0.500, 0.209, -0.610], [1.638, 0.448, 0.321], [0.018, 0.255, -0.154], [-0.363, -0.034, -0.405], [0.222, -0.562, -0.017], [0.056, -0.488, -0.235], [0.060, -0.081, 0.087], [-0.298, 0.251, -0.239], [-0.191, -0.073, -0.295], [0.400, 0.062, 0.184], [0.101, 0.211, 0.106], [0.013, -0.016, -0.092], [-0.040, 0.939, -0.186], [0.209, -1.821, 0.276], [-0.365, -0.333, 0.455], [-0.163, -0.033, 0.129], [-0.134, 0.048, 0.036], [0.421, 0.200, 0.058], [-0.217, -0.052, 0.097], [-0.623, 0.012, -1.334], [0.252, 0.428, 0.365], [0.265, 0.000, 0.319], [0.460, -0.177, 0.787], [0.056, 0.079, 0.123], [0.294, 0.111, -0.057], [-0.007, -0.092, -0.066], [-0.377, 0.148, -0.056], [-0.137, -0.217, 0.238], [0.331, -0.377, -0.167], [-0.052, 0.139, 0.132], [-0.195, -0.154, 0.035], [0.209, 0.112, -0.151]]
}